ORCA calculation (ωB97M-V/def2-TZVPD) on a molecular structure, C36H103F2N10O15PbS2.

The gap between HOMO and LUMO (alpha / beta) comes out at 5.0 / 7.5 eV. Its relative energy (zero: lowest compared OMol25 entry of this formula, charge and spin) is 0.0 kJ/mol. The calculation puts the largest force on an atom at 10.100 eV/Å. As for the LUMO energy (alpha / beta): 0.1 / -0.2 eV. The HOMO energy (alpha / beta) comes out at -4.95 / -7.71 eV.

Geometry as ORCA input:
```
! RIJCOSX wB97M-V def2-TZVPD def2/J DEFGRID3
* xyz 0 2
Pb 0.3128 1.6077 3.1771
N -0.1481 0.6288 1.0005
S -1.2593 0.4712 0.0104
O -1.7651 -0.8830 -0.3375
O -1.3470 1.5283 -0.9754
F -2.5153 1.0185 0.8488
S 0.9774 -0.2789 0.1276
O 0.9170 -0.4172 -1.3187
O 1.4730 -1.4224 0.9288
F 2.2018 0.7075 0.3239
O 2.7647 0.6528 3.1985
H 3.4346 1.0636 3.7452
H 3.1489 -0.1837 2.9362
O -0.1689 3.8704 -0.3258
H -0.1175 4.5229 -1.0243
H -0.5738 3.1078 -0.7391
C -1.2067 -2.6645 4.1915
C -1.0224 -1.2058 3.9188
C -1.8447 -0.3889 4.8641
O -1.9487 0.9824 4.3613
C -2.7087 1.8752 5.1877
N 0.4061 -0.8265 3.8956
H -1.0863 -2.9423 5.2387
H -0.7599 -3.2766 3.4080
H -2.2807 -2.7719 4.0399
H -1.4311 -1.0442 2.9213
H -1.5504 -0.5026 5.9074
H -2.8417 -0.8292 4.8713
H -2.3583 2.0797 6.1994
H -3.7035 1.4442 5.3006
H -2.7908 2.8745 4.7603
H 0.8466 -0.9765 4.7920
H 0.8035 -1.5282 3.2876
C 2.4283 2.3405 -2.6741
C 1.4904 2.1356 -3.8302
C 1.9024 2.9143 -5.0544
O 1.3829 4.2743 -5.0283
C 1.8079 4.9936 -6.2290
N 1.4344 0.6875 -3.9423
H 2.2106 1.8691 -1.7157
H 2.5181 3.4015 -2.4409
H 3.4526 2.0077 -2.8417
H 0.4835 2.4871 -3.6051
H 1.4066 2.5211 -5.9418
H 2.9762 2.9006 -5.2412
H 1.4906 4.5542 -7.1747
H 2.8769 5.2067 -6.2194
H 1.2143 5.9043 -6.1491
H 1.3424 0.2520 -3.0357
H 2.2075 0.2387 -4.4123
C 5.1457 -0.0505 -1.3261
C 5.3044 -1.5281 -1.7826
C 3.9950 -2.3557 -1.9166
O 4.2268 -3.8109 -2.0878
C 3.0163 -4.5610 -2.3108
N 6.0342 -1.5568 -3.0513
H 4.7959 0.7388 -1.9915
H 6.1380 0.2908 -1.0311
H 4.5266 -0.0110 -0.4299
H 5.9476 -2.0481 -1.0726
H 3.4021 -2.0520 -2.7793
H 3.3848 -2.2710 -1.0174
H 3.1881 -5.6364 -2.3565
H 2.4542 -4.2411 -3.1882
H 2.2785 -4.4267 -1.5198
H 6.9250 -1.0809 -3.0514
H 6.3163 -2.5123 -3.2172
C 4.5615 -3.3577 1.6123
C 4.3885 -3.7884 3.0774
C 5.5575 -3.3810 3.9393
O 6.7515 -4.0989 3.5747
C 7.8613 -3.8890 4.4156
N 3.1728 -3.1490 3.5597
H 5.5396 -3.6490 1.2296
H 4.5119 -2.2775 1.4754
H 3.8816 -3.9066 0.9608
H 4.1969 -4.8579 3.1637
H 5.3093 -3.6194 4.9735
H 5.6838 -2.3041 3.8281
H 8.7280 -4.4046 4.0019
H 7.7086 -4.4923 5.3105
H 8.2631 -2.9035 4.6508
H 2.8550 -3.5155 4.4457
H 2.4026 -3.2776 2.9191
C -1.9794 -1.1091 -3.7548
C -1.0305 -1.7685 -4.7774
C -1.7271 -2.8171 -5.6605
O -2.3355 -3.8067 -4.8342
C -1.4248 -4.8388 -4.5185
N -0.4887 -0.6895 -5.6022
H -1.4136 -0.3828 -3.1713
H -2.4879 -1.8130 -3.0960
H -2.7219 -0.5921 -4.3627
H -0.1484 -2.2582 -4.3649
H -1.1930 -3.2163 -6.5227
H -2.5617 -2.2855 -6.1176
H -0.6263 -4.4607 -3.8802
H -1.0738 -5.4764 -5.3299
H -2.0092 -5.5234 -3.9036
H 0.0231 -0.0267 -5.0374
H 0.1479 -1.0998 -6.2704
C 3.7705 3.7303 0.4099
C 3.1242 3.5219 1.8674
C 3.0267 4.8843 2.5911
O 4.3711 5.5662 2.6404
C 4.2381 6.9317 2.5727
N 1.8051 3.0433 1.5706
H 3.3193 4.5865 -0.0917
H 3.7125 2.7835 -0.1270
H 4.8223 4.0134 0.3698
H 3.7105 2.7495 2.3652
H 2.5932 4.7443 3.5813
H 2.2988 5.4701 2.0297
H 3.4602 7.2309 3.2753
H 4.0508 7.1572 1.5229
H 5.1467 7.4766 2.8288
H 1.9907 2.2955 0.9175
H 1.3409 3.7330 0.9971
C -0.7201 -3.9325 0.6792
C -1.5370 -4.1600 -0.6357
C -1.5350 -5.6411 -0.9825
O -0.3256 -5.9284 -1.5902
C -0.2556 -7.2048 -2.2087
N -2.8465 -3.6812 -0.2735
H 0.2051 -4.5077 0.7144
H -1.3035 -4.3824 1.4826
H -0.4661 -2.8863 0.8498
H -1.1866 -3.4854 -1.4169
H -2.3191 -5.7929 -1.7243
H -1.6023 -6.3550 -0.1616
H -1.0590 -7.3294 -2.9346
H -0.4599 -7.9515 -1.4413
H 0.7163 -7.4886 -2.6123
H -2.7703 -2.7479 0.1049
H -3.4381 -3.7167 -1.0914
C -5.3636 -1.2023 1.0589
C -4.7800 -1.0268 2.5005
C -5.4423 0.0847 3.2607
O -5.0259 1.3590 2.8724
C -5.7940 2.4354 3.4503
N -5.0257 -2.2971 3.1598
H -5.3455 -0.2340 0.5586
H -6.3976 -1.5378 1.1394
H -4.9539 -2.0077 0.4494
H -3.7255 -0.7507 2.4996
H -5.2294 -0.0464 4.3217
H -6.5053 -0.0166 3.0417
H -6.8589 2.2030 3.4450
H -5.6107 3.3582 2.8998
H -5.5302 2.4844 4.5068
H -5.9897 -2.5809 3.0580
H -4.9155 -2.1519 4.1532
C -5.5995 7.3285 -0.9889
C -6.6166 6.3262 -1.6137
C -6.3762 4.9481 -0.9919
O -5.0701 4.4434 -1.1014
C -4.7324 3.2536 -0.3382
N -7.9501 6.8201 -1.4588
H -5.8471 7.4163 0.0690
H -5.7016 8.3060 -1.4601
H -4.5883 6.9273 -1.0561
H -6.4176 6.2828 -2.6845
H -7.1171 4.2986 -1.4581
H -6.7256 5.0924 0.0304
H -4.6386 3.4871 0.7223
H -3.7916 2.8320 -0.6924
H -5.5908 2.6116 -0.5358
H -7.9990 7.7610 -1.8227
H -8.5079 6.2339 -2.0632
*
```

---

ORCA calculation (ωB97M-V/def2-TZVPD) on 14 unconnected molecules or ions with the total composition C36H103F6N9O16S2.

The gap between HOMO and LUMO comes out at 4.9 eV. The calculation puts the largest force on an atom at 4.418 eV/Å. As for the LUMO energy: -3.0 eV. The HOMO energy comes out at -7.87 eV.

Geometry as ORCA input:
```
! RIJCOSX wB97M-V def2-TZVPD def2/J DEFGRID3
* xyz 0 1
N -0.3191 -4.3207 9.7296
H -0.0547 -3.7997 8.9058
H 0.1313 -5.2238 9.6888
H -1.3122 -4.3959 9.8979
H 0.0716 -3.7349 10.4537
C 2.1563 -0.1223 -0.9840
F 1.8095 1.1327 -0.6752
F 2.5686 -0.1563 -2.2691
F 3.1515 -0.6046 -0.2644
S 0.6018 -1.2160 -0.7452
O -0.0440 -1.0347 -2.0121
O 0.9878 -2.6227 -0.5148
N -0.0137 -0.4929 0.6806
S -1.5445 -0.6493 0.4489
O -1.9787 0.2363 -0.5991
O -1.9983 -2.0262 0.3285
C -2.2889 0.2070 2.0375
F -1.9211 1.4606 2.1943
F -3.6845 0.2052 1.9872
F -1.8305 -0.4620 3.1224
C 10.3023 5.3285 -5.8000
C 9.6455 4.4318 -6.9390
C 9.4238 5.2510 -8.1811
O 10.4517 3.3142 -7.2444
H 9.6521 6.1944 -5.6749
H 11.3209 5.6484 -6.0194
H 10.4651 4.7533 -4.8886
H 8.6505 4.0656 -6.6863
H 10.3802 5.5882 -8.5806
H 8.6789 6.0385 -8.0659
H 8.8744 4.4817 -8.7236
H 10.1099 2.6080 -6.6911
C -9.7239 4.2350 8.1911
C -10.7406 3.3241 8.8743
C -10.5674 3.2183 10.4332
O -12.0001 3.6971 8.4563
H -10.0353 4.5715 7.2022
H -8.7537 3.7400 8.2330
H -9.6475 5.1894 8.7120
H -10.6418 2.2919 8.5384
H -11.4766 2.8154 10.8793
H -10.4486 4.2091 10.8717
H -9.6514 2.6780 10.6722
H -12.7115 3.4125 9.0346
O 1.2500 -7.5986 2.5426
H 1.2896 -8.4997 2.2221
H 1.3933 -7.0604 1.7641
O 1.0475 -2.8858 4.6457
H 0.8342 -2.3308 3.8956
H 1.9666 -3.1201 4.5172
O 2.1002 3.0766 3.0515
H 1.8040 2.3550 2.4968
H 2.2915 3.7872 2.4393
C 11.4934 -4.5610 -6.2204
C 10.2316 -4.7264 -5.3340
C 10.4307 -5.5254 -4.0561
O 11.2637 -4.7938 -3.0800
C 11.3127 -5.4647 -1.7800
N 9.8009 -3.3003 -4.9029
H 11.7591 -5.3322 -6.9434
H 12.3760 -4.2928 -5.6398
H 11.1772 -3.9000 -7.0274
H 9.4308 -5.2064 -5.8963
H 10.8242 -6.5068 -4.3207
H 9.4906 -5.7443 -3.5497
H 10.3717 -5.8767 -1.4155
H 11.7527 -4.7840 -1.0512
H 12.0006 -6.3098 -1.7545
H 10.2860 -3.1520 -4.0295
H 8.8316 -3.2486 -4.6239
C -5.2216 -8.9160 -0.3089
C -4.4053 -10.1006 -1.1411
C -3.4889 -9.6319 -2.2666
O -2.9727 -10.8068 -2.8634
C -1.9854 -10.5954 -3.9027
N -3.7346 -10.9098 -0.1926
H -5.7834 -8.2926 -1.0045
H -4.4402 -8.3574 0.2064
H -5.8171 -9.2831 0.5269
H -5.1578 -10.7916 -1.5212
H -2.8161 -8.9889 -1.6992
H -4.0952 -8.9429 -2.8547
H -1.0444 -10.3005 -3.4384
H -2.3252 -10.0811 -4.8016
H -1.6997 -11.5545 -4.3347
H -2.8744 -11.1712 -0.6527
H -3.3853 -10.2791 0.5148
C -6.2754 -6.8573 9.4516
C -6.5393 -5.7945 8.3595
C -8.0094 -5.5958 7.7273
O -7.9087 -4.6134 6.6665
C -9.0674 -4.5611 5.8422
N -6.2434 -4.5472 8.9892
H -6.4413 -7.8485 9.0297
H -6.8557 -6.8139 10.3733
H -5.2153 -6.8640 9.7048
H -5.8899 -5.9958 7.5075
H -8.8239 -5.2544 8.3663
H -8.1776 -6.5607 7.2491
H -9.0553 -3.7633 5.0996
H -10.0008 -4.4686 6.3975
H -9.1069 -5.5065 5.3012
H -6.8344 -4.3796 9.7909
H -6.5066 -3.9115 8.2498
C 3.8601 9.3243 -2.1259
C 2.8531 10.1947 -1.3549
C 2.4909 9.6047 0.1113
O 2.1521 8.2796 -0.0057
C 0.8666 7.9707 -0.6524
N 3.3613 11.5789 -1.2327
H 4.2301 9.6483 -3.0986
H 3.3857 8.3751 -2.3751
H 4.7889 9.0886 -1.6064
H 1.9312 10.1478 -1.9345
H 1.6770 10.1639 0.5729
H 3.3040 9.4905 0.8282
H -0.0187 8.3110 -0.1152
H 0.8814 6.8813 -0.6179
H 1.0073 8.1777 -1.7133
H 2.7990 12.0362 -0.5294
H 3.1135 12.0343 -2.0995
C -3.8675 5.4037 -6.6729
C -3.5178 4.0833 -7.3088
C -1.9793 4.1054 -7.6079
O -1.5831 5.2344 -8.3807
C -0.1880 5.4563 -8.4830
N -3.9886 2.9741 -6.4853
H -4.6765 5.2869 -5.9518
H -4.1362 6.1503 -7.4202
H -3.0395 5.8476 -6.1202
H -3.9696 3.9741 -8.2947
H -1.7303 3.3444 -8.3474
H -1.4027 3.8582 -6.7165
H 0.0313 6.3285 -9.0988
H 0.4060 4.6806 -8.9663
H 0.2997 5.6785 -7.5338
H -3.5015 2.1013 -6.6303
H -3.6125 3.2156 -5.5796
C -2.1512 -3.7875 -9.8181
C -1.6076 -4.7178 -8.7259
C -0.0695 -4.8474 -8.6370
O 0.3685 -5.4208 -7.4237
C 1.7819 -5.4159 -7.2800
N -2.1558 -4.2426 -7.4401
H -1.6656 -2.8182 -9.7048
H -3.2191 -3.5721 -9.7846
H -2.0647 -4.2939 -10.7794
H -1.8777 -5.7667 -8.8489
H 0.3686 -3.8535 -8.7284
H 0.3747 -5.3418 -9.5009
H 2.2558 -5.8250 -8.1723
H 2.0477 -6.0040 -6.4016
H 2.0704 -4.3650 -7.2590
H -1.4331 -3.6693 -7.0287
H -1.9072 -5.0331 -6.8627
C -0.4548 7.9597 7.6210
C 0.6755 7.0974 8.3751
C 0.7214 7.6510 9.8106
O 1.1559 8.9581 10.0909
C 2.2296 9.5768 9.2867
N 0.2441 5.7932 8.4921
H -1.4607 7.7775 7.9993
H -0.5111 7.6664 6.5727
H -0.2635 9.0311 7.5622
H 1.5740 7.0964 7.7580
H 1.4627 7.1220 10.4096
H -0.2559 7.5269 10.2769
H 2.0879 9.3669 8.2265
H 3.2638 9.2830 9.4664
H 2.1227 10.6615 9.2740
H -0.7090 5.8316 8.8240
H 0.1171 5.4197 7.5623
*
```